No. 1
Formula: C5H8N2O
Source: OMol25
Level of theory: wB97M-V/def2-TZVPD

Element x y z (Å)
C -2.508 -0.231 -0.831
C -1.969 0.776 -1.748
C 0.543 -0.161 0.444
C 1.504 0.406 1.495
C 2.876 -0.339 1.069
H -2.901 -1.171 -1.349
H -3.097 0.000 0.319
H -1.942 0.760 -2.803
H -1.732 1.751 -1.435
H 0.607 -1.343 0.344
H 1.333 1.241 2.063
H 2.736 -1.241 0.115
H 4.023 0.062 1.400
N -1.062 -0.239 -1.108
N -0.393 0.586 -0.029
O 1.982 -0.857 2.053

The charge is 0. Its energy relative to the best compared isomer or geometry (same formula, charge and spin) is 173.68 kcal per mole. The calculation puts the total energy at -10335.1946 eV. The LUMO energy is 0.99 eV.

Results of the Löwdin charge analysis, in e, for atoms 1 through 8: atom 1 (C): -0.20, atom 2 (C): -0.17, atom 3 (C): -0.15, atom 4 (C): -0.16, atom 5 (C): -0.12, atom 6 (H): 0.10, atom 7 (H): 0.18, atom 8 (H): 0.08

***

No. 2
Formula: C21H44BN2O9P2
Source: OMol25
Level of theory: wB97M-V/def2-TZVPD

Element x y z (Å)
C -5.303 1.052 0.809
C -4.787 0.749 -0.263
P -3.866 0.064 -1.851
C -3.015 -0.649 -3.410
N -5.499 -0.306 -2.529
B -3.938 -1.725 -1.006
C -2.651 -2.652 -0.680
O -5.233 -2.262 -0.682
C -3.906 1.858 -2.562
C -2.710 2.514 -3.206
C -2.879 3.879 -3.747
N -4.021 4.643 -3.760
C -5.101 4.042 -3.153
C -5.162 2.700 -2.542
P -1.975 0.389 -0.738
O -1.762 2.001 -0.205
O -0.601 -0.237 -1.539
H -5.754 1.120 1.827
H -3.751 -0.544 -4.274
H -2.082 -0.117 -3.739
H -2.772 -1.751 -3.358
H -5.655 0.151 -3.432
H -6.191 0.066 -1.864
H -1.863 -2.629 -1.499
H -3.022 -3.736 -0.674
H -2.197 -2.485 0.336
H -5.470 -2.844 -1.433
H -1.722 1.978 -3.268
H -1.960 4.344 -4.217
H -6.066 4.633 -3.153
H -6.104 2.282 -2.096
H -0.842 2.078 0.124
H -0.233 -1.002 -1.054
C 1.035 5.369 4.633
O 0.613 4.041 4.855
C -0.126 3.503 3.761
C 0.172 2.024 3.573
O 1.462 1.755 3.021
C 2.587 1.975 3.867
C 2.693 0.997 5.029
O 1.760 1.328 6.050
C 1.303 0.199 6.763
H 0.178 6.049 4.645
H 1.721 5.645 5.436
H 1.571 5.455 3.682
H 0.103 4.037 2.833
H -1.191 3.631 3.989
H -0.542 1.634 2.842
H 0.012 1.457 4.490
H 2.625 3.011 4.205
H 3.461 1.825 3.226
H 3.697 1.059 5.468
H 2.527 -0.021 4.661
H 0.926 -0.571 6.082
H 0.483 0.515 7.409
H 2.110 -0.213 7.380
C 2.917 -4.079 -4.648
O 3.552 -3.220 -3.724
C 2.712 -2.155 -3.289
C 2.966 -1.820 -1.827
O 2.455 -2.788 -0.911
C 3.135 -4.039 -0.844
C 4.531 -3.958 -0.243
O 5.451 -3.418 -1.183
C 6.496 -2.691 -0.572
H 2.767 -3.567 -5.603
H 3.562 -4.945 -4.803
H 1.958 -4.433 -4.255
H 1.656 -2.408 -3.422
H 2.946 -1.279 -3.907
H 2.426 -0.896 -1.602
H 4.019 -1.614 -1.633
H 3.141 -4.533 -1.816
H 2.524 -4.661 -0.183
H 4.877 -4.967 0.014
H 4.497 -3.350 0.668
H 6.101 -1.933 0.113
H 7.059 -2.182 -1.356
H 7.165 -3.370 -0.031

The charge is -1. The calculation puts the total energy at -63145.3733 eV. The LUMO energy is 2.24 eV.

Results of the Löwdin charge analysis, in e, for atoms 1 through 8: atom 1 (C): 0.01, atom 2 (C): -0.29, atom 3 (P): 0.33, atom 4 (C): -0.25, atom 5 (N): -0.17, atom 6 (B): -0.56, atom 7 (C): -0.11, atom 8 (O): -0.01

***

No. 3
Formula: C19H35BNO11Ti
Source: OMol25
Level of theory: wB97M-V/def2-TZVPD

Element x y z (Å)
Ti 31.457 -5.870 3.907
O 28.712 -1.302 -3.369
C 28.567 -1.576 -2.222
O 29.469 -2.101 -1.416
B 28.866 -2.240 -0.093
O 27.444 -1.982 -0.222
C 27.231 -1.508 -1.470
O 26.153 -1.254 -1.913
O 29.546 -1.346 0.903
C 30.192 -2.045 1.780
O 30.942 -1.667 2.640
C 29.856 -3.539 1.526
O 29.016 -3.608 0.524
O 30.324 -4.455 2.144
C 35.224 -3.084 4.361
C 33.912 -3.622 3.800
C 33.976 -3.541 2.271
O 33.695 -4.988 4.193
H 36.072 -3.600 3.905
H 35.248 -3.189 5.448
H 35.333 -2.019 4.156
H 33.078 -2.989 4.104
H 34.818 -4.037 1.784
H 33.921 -2.522 1.883
H 33.050 -3.982 1.884
H 34.563 -5.386 4.052
C 28.495 -4.266 5.810
C 29.934 -3.829 5.580
C 30.279 -2.524 6.254
O 30.796 -4.915 5.981
H 27.774 -3.625 5.300
H 28.282 -4.170 6.879
H 28.330 -5.296 5.502
H 30.159 -3.685 4.517
H 30.378 -2.541 7.344
H 29.536 -1.756 6.028
H 31.214 -2.087 5.894
H 31.042 -4.864 6.909
C 29.042 -8.197 4.082
C 29.757 -8.907 2.911
C 28.876 -8.778 1.675
C 29.619 -9.125 0.395
C 30.840 -8.209 0.202
C 31.801 -8.192 1.404
N 31.027 -8.197 2.678
O 31.835 -8.241 3.843
C 32.806 -9.362 1.348
C 32.503 -6.847 1.313
C 29.989 -10.394 3.244
H 29.634 -8.043 4.983
H 28.158 -8.782 4.342
H 28.723 -7.208 3.740
H 27.985 -9.408 1.774
H 28.393 -7.797 1.617
H 28.907 -9.161 -0.432
H 29.961 -10.169 0.411
H 30.403 -7.238 -0.029
H 31.300 -8.697 -0.659
H 32.415 -10.356 1.130
H 33.602 -9.142 0.638
H 33.268 -9.418 2.337
H 32.823 -6.678 0.274
H 31.800 -6.016 1.404
H 33.452 -6.700 1.833
H 29.006 -10.846 3.387
H 30.439 -10.520 4.235
H 30.596 -10.920 2.510
H 32.179 -9.150 3.872

The charge is 0. Its energy relative to the best compared isomer or geometry (same formula, charge and spin) is 0.00 kcal per mole. The calculation puts the total energy at -68077.1397 eV. As for the spin multiplicity: 4. The LUMO energy (spin up / spin down) is -0.25 / -0.39 eV.

Results of the Löwdin charge analysis, in e, for atoms 1 through 8: atom 1 (Ti): 0.70, atom 2 (O): 0.17, atom 3 (C): -0.40, atom 4 (O): 0.24, atom 5 (B): -0.85, atom 6 (O): 0.23, atom 7 (C): -0.36, atom 8 (O): 0.17

***

No. 4
Formula: C5H6N2O2S
Source: OMol25
Level of theory: wB97M-V/def2-TZVPD

Element x y z (Å)
C -1.575 -1.698 0.196
C -2.978 0.277 0.143
C 2.331 0.441 -0.437
C 1.154 -0.423 -0.003
C -1.852 -0.377 0.680
N -1.111 -2.610 -0.352
N -3.917 0.770 -0.303
O -0.457 1.326 -1.281
O 0.057 1.761 1.065
S -0.183 0.811 0.024
H 3.071 0.650 0.324
H 3.060 0.053 -1.169
H 2.068 1.377 -0.891
H 1.089 -0.852 0.944
H 0.998 -1.192 -0.769
H -1.754 -0.313 1.830

The charge is 0. Its energy relative to the best compared isomer or geometry (same formula, charge and spin) is 92.06 kcal per mole. The calculation puts the total energy at -23189.7068 eV. The LUMO energy is -0.78 eV.

Results of the Löwdin charge analysis, in e, for atoms 1 through 8: atom 1 (C): -0.24, atom 2 (C): -0.26, atom 3 (C): -0.13, atom 4 (C): -0.26, atom 5 (C): -0.25, atom 6 (N): 0.19, atom 7 (N): 0.20, atom 8 (O): -0.28